Density functional theory data (ωB97M-V with the def2-TZVPD basis set) for 10 unconnected molecules or ions with the total composition C80H165F9N6O8 in a non-equilibrium geometry.

Values from the calculation:
2S+1: 1
HOMO-LUMO gap in eV: 3.49
HOMO energy in eV: -7.70
Electronic energy in Ha: -4975.26330
Total charge: +2

Bonds (Å) are listed after each position.
Atoms and positions in Å:
1 C 12.02 -13.72 10.82  C2 1.614, H5 1.090, H6 1.090, H7 1.090
2 C 11.84 -14.95 11.84  C1 1.614, O3 1.230, O4 1.281
3 O 12.42 -16.01 11.59  C2 1.230
4 O 11.07 -14.72 12.83  C2 1.281
5 H 11.00 -13.66 10.44  C1 1.090
6 H 12.67 -14.01 9.99  C1 1.090
7 H 12.32 -12.79 11.31  C1 1.090
8 C 6.54 -21.01 7.06  C9 1.500, H20 1.090, H21 1.090, H22 1.090
9 C 5.58 -19.97 7.56  C8 1.500, C10 1.483, H23 1.090, H24 1.090
10 C 5.89 -18.60 7.07  C9 1.483, C11 1.547, H25 1.090, H26 1.090
11 C 5.06 -17.53 7.82  C10 1.547, N12 1.590, H27 1.090, H28 1.090
12 N 5.46 -16.00 7.63  C11 1.590, C13 1.519, C16 1.554, C17 1.538
13 C 5.50 -15.41 6.23  N12 1.519, C14 1.513, H29 1.090, H30 1.090
14 C 4.05 -15.30 5.83  C13 1.513, C15 1.540, H31 1.090, H32 1.090
15 C 3.29 -14.80 7.08  C14 1.540, C16 1.515, H33 1.090, H34 1.090
16 C 4.29 -15.12 8.17  N12 1.554, C15 1.515, H35 1.090, H36 1.090
17 C 6.80 -15.71 8.32  N12 1.538, C18 1.585, H37 1.090, H38 1.090
18 C 6.80 -15.85 9.90  C17 1.585, C19 1.553, H39 1.090, H40 1.090
19 C 8.25 -15.85 10.47  C18 1.553, H41 1.090, H42 1.090, H43 1.090
20 H 6.50 -22.00 7.53  C8 1.090
21 H 7.52 -20.61 7.31  C8 1.090
22 H 6.32 -21.29 6.03  C8 1.090
23 H 5.51 -20.03 8.64  C9 1.090
24 H 4.60 -20.29 7.20  C9 1.090
25 H 5.54 -18.56 6.04  C10 1.090
26 H 6.95 -18.38 7.10  C10 1.090
27 H 5.04 -17.92 8.84  C11 1.090
28 H 4.04 -17.54 7.44  C11 1.090
29 H 5.94 -14.42 6.28  C13 1.090
30 H 6.11 -15.97 5.52  C13 1.090
31 H 4.04 -14.76 4.88  C14 1.090
32 H 3.67 -16.25 5.45  C14 1.090
33 H 3.27 -13.71 7.06  C15 1.090
34 H 2.40 -15.31 7.45  C15 1.090
35 H 4.83 -14.22 8.46  C16 1.090
36 H 3.89 -15.51 9.10  C16 1.090
37 H 7.11 -14.68 8.12  C17 1.090
38 H 7.59 -16.43 8.08  C17 1.090
39 H 6.32 -16.77 10.24  C18 1.090
40 H 6.17 -15.02 10.20  C18 1.090
41 H 8.26 -16.03 11.55  C19 1.090
42 H 8.76 -14.93 10.20  C19 1.090
43 H 8.80 -16.60 9.89  C19 1.090
44 C 14.19 -11.02 7.00  C45 1.575, H56 1.090, H57 1.090, H58 1.090
45 C 14.12 -9.46 6.81  C44 1.575, C46 1.487, H59 1.090, H60 1.090
46 C 13.73 -8.69 8.02  C45 1.487, C47 1.540, H61 1.090, H62 1.090
47 C 13.40 -7.21 7.72  C46 1.540, N48 1.558, H63 1.090, H64 1.090
48 N 12.95 -6.28 8.89  C47 1.558, C49 1.544, C52 1.554, C53 1.599
49 C 13.95 -6.35 10.06  N48 1.544, C50 1.591, H65 1.090, H66 1.090
50 C 13.30 -7.44 11.01  C49 1.591, C51 1.559, H67 1.090, H68 1.090
51 C 11.77 -7.18 10.86  C50 1.559, C52 1.469, H69 1.090, H70 1.090
52 C 11.58 -6.73 9.47  N48 1.554, C51 1.469, H71 1.090, H72 1.090
53 C 13.07 -4.79 8.32  N48 1.599, C54 1.586, H73 1.090, H74 1.090
54 C 12.43 -3.66 9.22  C53 1.586, C55 1.559, H75 1.090, H76 1.090
55 C 12.74 -2.15 8.98  C54 1.559, H77 1.090, H78 1.090, H79 1.090
56 H 15.00 -11.27 7.69  C44 1.090
57 H 14.65 -11.40 6.08  C44 1.090
58 H 13.21 -11.45 7.16  C44 1.090
59 H 13.47 -9.26 5.96  C45 1.090
60 H 15.12 -9.27 6.40  C45 1.090
61 H 14.44 -8.84 8.83  C46 1.090
62 H 12.80 -9.11 8.42  C46 1.090
63 H 12.68 -7.30 6.91  C47 1.090
64 H 14.24 -6.72 7.22  C47 1.090
65 H 13.98 -5.43 10.65  C49 1.090
66 H 14.87 -6.78 9.68  C49 1.090
67 H 13.53 -7.35 12.08  C50 1.090
68 H 13.58 -8.48 10.83  C50 1.090
69 H 11.50 -6.41 11.58  C51 1.090
70 H 11.06 -7.97 11.12  C51 1.090
71 H 10.76 -6.03 9.35  C52 1.090
72 H 11.30 -7.60 8.88  C52 1.090
73 H 12.60 -4.90 7.34  C53 1.090
74 H 14.12 -4.56 8.18  C53 1.090
75 H 12.76 -3.73 10.26  C54 1.090
76 H 11.35 -3.76 9.26  C54 1.090
77 H 13.82 -1.98 9.05  C55 1.090
78 H 12.33 -1.46 9.72  C55 1.090
79 H 12.60 -1.79 7.96  C55 1.090
80 C 14.36 -21.96 11.52  C81 1.533, H92 1.090, H93 1.090, H94 1.090
81 C 15.09 -20.71 12.02  C80 1.533, C82 1.625, H95 1.090, H96 1.090
82 C 14.71 -19.46 11.07  C81 1.625, C83 1.524, H97 1.090, H98 1.090
83 C 14.30 -19.69 9.62  C82 1.524, N84 1.537, H99 1.090, H100 1.090
84 N 13.32 -18.77 8.87  C83 1.537, C85 1.630, C88 1.609, C89 1.648
85 C 12.82 -19.46 7.48  N84 1.630, C86 1.479, H101 1.090, H102 1.090
86 C 11.50 -20.05 7.80  C85 1.479, C87 1.512, H103 1.090, H104 1.090
87 C 11.29 -19.98 9.30  C86 1.512, C88 1.481, H105 1.090, H106 1.090
88 C 11.92 -18.70 9.67  N84 1.609, C87 1.481, H107 1.090, H108 1.090
89 C 14.00 -17.28 8.67  N84 1.648, C90 1.477, H109 1.090, H110 1.090
90 C 15.15 -17.21 7.75  C89 1.477, C91 1.490, H111 1.090, H112 1.090
91 C 15.59 -15.79 7.66  C90 1.490, H113 1.090, H114 1.090, H115 1.090
92 H 13.29 -21.80 11.42  C80 1.090
93 H 14.64 -22.90 12.01  C80 1.090
94 H 14.68 -22.48 10.62  C80 1.090
95 H 16.14 -21.00 12.03  C81 1.090
96 H 14.77 -20.50 13.04  C81 1.090
97 H 15.53 -18.74 11.04  C82 1.090
98 H 14.00 -18.80 11.57  C82 1.090
99 H 13.83 -20.68 9.58  C83 1.090
100 H 15.23 -19.71 9.05  C83 1.090
101 H 12.84 -18.64 6.77  C85 1.090
102 H 13.62 -20.18 7.28  C85 1.090
103 H 10.68 -19.57 7.27  C86 1.090
104 H 11.42 -21.10 7.51  C86 1.090
105 H 10.23 -19.87 9.52  C87 1.090
106 H 11.49 -20.93 9.79  C87 1.090
107 H 11.41 -17.78 9.38  C88 1.090
108 H 12.20 -18.57 10.71  C88 1.090
109 H 14.21 -16.99 9.70  C89 1.090
110 H 13.23 -16.62 8.28  C89 1.090
111 H 14.73 -17.46 6.78  C90 1.090
112 H 15.97 -17.87 8.04  C90 1.090
113 H 14.79 -15.19 7.22  C91 1.090
114 H 16.55 -15.57 7.18  C91 1.090
115 H 15.79 -15.53 8.69  C91 1.090
116 C 15.61 -9.33 14.04  C117 1.606, H128 1.090, H129 1.090, H130 1.090
117 C 16.11 -10.68 14.77  C116 1.606, C118 1.556, H131 1.090, H132 1.090
118 C 15.05 -11.81 14.57  C117 1.556, C119 1.558, H133 1.090, H134 1.090
119 C 15.14 -12.94 15.63  C118 1.558, N120 1.566, H135 1.090, H136 1.090
120 N 14.14 -14.12 15.36  C119 1.566, C121 1.601, C124 1.554, C125 1.528
121 C 12.59 -13.74 15.35  N120 1.601, C122 1.562, H137 1.090, H138 1.090
122 C 12.36 -13.53 16.88  C121 1.562, C123 1.549, H139 1.090, H140 1.090
123 C 13.34 -14.45 17.65  C122 1.549, C124 1.554, H141 1.090, H142 1.090
124 C 14.23 -15.10 16.56  N120 1.554, C123 1.554, H143 1.090, H144 1.090
125 C 14.44 -14.72 13.98  N120 1.528, C126 1.599, H145 1.090, H146 1.090
126 C 15.93 -15.21 13.69  C125 1.599, C127 1.501, H147 1.090, H148 1.090
127 C 16.00 -16.06 12.46  C126 1.501, H149 1.090, H150 1.090, H151 1.090
128 H 16.27 -8.49 14.23  C116 1.090
129 H 14.66 -9.15 14.54  C116 1.090
130 H 15.36 -9.45 12.99  C116 1.090
131 H 16.49 -10.63 15.79  C117 1.090
132 H 17.01 -11.00 14.26  C117 1.090
133 H 14.95 -12.11 13.53  C118 1.090
134 H 14.12 -11.25 14.68  C118 1.090
135 H 15.04 -12.64 16.68  C119 1.090
136 H 16.13 -13.37 15.56  C119 1.090
137 H 12.00 -14.64 15.18  C121 1.090
138 H 12.40 -12.99 14.58  C121 1.090
139 H 11.35 -13.84 17.15  C122 1.090
140 H 12.28 -12.47 17.11  C122 1.090
141 H 12.81 -15.20 18.24  C123 1.090
142 H 14.03 -13.88 18.28  C123 1.090
143 H 13.99 -16.13 16.31  C124 1.090
144 H 15.29 -15.08 16.82  C124 1.090
145 H 14.01 -14.01 13.28  C125 1.090
146 H 13.76 -15.57 13.92  C125 1.090
147 H 16.24 -15.81 14.55  C126 1.090
148 H 16.63 -14.38 13.60  C126 1.090
149 H 15.64 -15.57 11.56  C127 1.090
150 H 15.17 -16.77 12.50  C127 1.090
151 H 16.93 -16.55 12.17  C127 1.090
152 C 8.39 -11.09 10.23  C153 1.587, H164 1.090, H165 1.090, H166 1.090
153 C 9.25 -9.93 9.57  C152 1.587, C154 1.578, H167 1.090, H168 1.090
154 C 8.86 -9.49 8.11  C153 1.578, C155 1.574, H169 1.090, H170 1.090
155 C 8.70 -10.76 7.20  C154 1.574, N156 1.553, H171 1.090, H172 1.090
156 N 8.76 -10.43 5.69  C155 1.553, C157 1.540, C160 1.565, C161 1.594
157 C 10.19 -10.08 5.23  N156 1.540, C158 1.515, H173 1.090, H174 1.090
158 C 10.87 -11.40 4.90  C157 1.515, C159 1.501, H175 1.090, H176 1.090
159 C 9.83 -12.19 4.17  C158 1.501, C160 1.590, H177 1.090, H178 1.090
160 C 8.46 -11.65 4.76  N156 1.565, C159 1.590, H179 1.090, H180 1.090
161 C 7.74 -9.23 5.43  N156 1.594, C162 1.519, H181 1.090, H182 1.090
162 C 7.78 -8.58 4.06  C161 1.519, C163 1.571, H183 1.090, H184 1.090
163 C 6.32 -8.27 3.59  C162 1.571, H185 1.090, H186 1.090, H187 1.090
164 H 7.32 -10.86 10.30  C152 1.090
165 H 8.80 -11.37 11.20  C152 1.090
166 H 8.43 -11.99 9.61  C152 1.090
167 H 10.17 -10.51 9.61  C153 1.090
168 H 9.24 -9.08 10.25  C153 1.090
169 H 9.68 -8.84 7.79  C154 1.090
170 H 7.88 -9.02 8.13  C154 1.090
171 H 7.81 -11.34 7.46  C155 1.090
172 H 9.54 -11.46 7.25  C155 1.090
173 H 10.12 -9.53 4.29  C157 1.090
174 H 10.67 -9.42 5.95  C157 1.090
175 H 11.66 -11.14 4.19  C158 1.090
176 H 11.38 -11.90 5.71  C158 1.090
177 H 9.97 -12.04 3.10  C159 1.090
178 H 9.90 -13.27 4.27  C159 1.090
179 H 7.62 -11.39 4.11  C160 1.090
180 H 8.06 -12.45 5.37  C160 1.090
181 H 8.08 -8.36 6.00  C161 1.090
182 H 6.82 -9.77 5.67  C161 1.090
183 H 8.15 -9.38 3.42  C162 1.090
184 H 8.45 -7.72 4.08  C162 1.090
185 H 6.00 -8.77 2.67  C163 1.090
186 H 6.25 -7.21 3.32  C163 1.090
187 H 5.62 -8.50 4.40  C163 1.090
188 C 7.58 -13.90 14.90  C189 1.574, H200 1.090, H201 1.090, H202 1.090
189 C 7.78 -15.36 15.47  C188 1.574, C190 1.534, H203 1.090, H204 1.090
190 C 8.92 -16.14 14.81  C189 1.534, C191 1.526, H205 1.090, H206 1.090
191 C 9.19 -17.56 15.28  C190 1.526, N192 1.533, H207 1.090, H208 1.090
192 N 10.32 -18.34 14.60  C191 1.533, C193 1.560, C196 1.544, C197 1.578
193 C 10.61 -19.75 15.21  N192 1.560, C194 1.612, H209 1.090, H210 1.090
194 C 12.21 -19.82 15.41  C193 1.612, C195 1.502, H211 1.090, H212 1.090
195 C 12.73 -18.65 14.63  C194 1.502, C196 1.502, H213 1.090, H214 1.090
196 C 11.67 -17.60 14.82  N192 1.544, C195 1.502, H215 1.090, H216 1.090
197 C 10.23 -18.52 13.04  N192 1.578, C198 1.603, H217 1.090, H218 1.090
198 C 8.75 -18.89 12.57  C197 1.603, C199 1.559, H219 1.090, H220 1.090
199 C 8.21 -20.28 13.02  C198 1.559, H221 1.090, H222 1.090, H223 1.090
200 H 8.47 -13.27 14.97  C188 1.090
201 H 6.85 -13.29 15.43  C188 1.090
202 H 7.31 -13.85 13.85  C188 1.090
203 H 6.88 -15.95 15.28  C189 1.090
204 H 7.98 -15.17 16.52  C189 1.090
205 H 9.82 -15.57 15.04  C190 1.090
206 H 8.77 -16.12 13.73  C190 1.090
207 H 8.26 -18.13 15.40  C191 1.090
208 H 9.66 -17.52 16.27  C191 1.090
209 H 10.39 -20.57 14.53  C193 1.090
210 H 9.98 -20.00 16.06  C193 1.090
211 H 12.60 -20.78 15.05  C194 1.090
212 H 12.56 -19.83 16.44  C194 1.090
213 H 12.91 -18.90 13.58  C195 1.090
214 H 13.71 -18.37 15.01  C195 1.090
215 H 11.86 -16.83 14.07  C196 1.090
216 H 11.69 -17.25 15.84  C196 1.090
217 H 10.79 -19.42 12.78  C197 1.090
218 H 10.59 -17.63 12.52  C197 1.090
219 H 8.84 -18.86 11.48  C198 1.090
220 H 8.03 -18.12 12.87  C198 1.090
221 H 8.14 -20.27 14.11  C199 1.090
222 H 8.97 -20.99 12.72  C199 1.090
223 H 7.21 -20.41 12.61  C199 1.090
224 C 8.85 -10.31 16.55  O225 1.422, O226 1.387, C227 1.573, H238 1.090
225 O 9.67 -10.02 15.42  C224 1.422, C231 1.453
226 O 9.54 -10.04 17.72  C224 1.387
227 C 7.44 -9.64 16.36  C224 1.573, F228 1.324, F229 1.292, F230 1.346
228 F 7.50 -8.34 16.12  C227 1.324
229 F 6.86 -10.03 15.27  C227 1.292
230 F 6.54 -9.86 17.33  C227 1.346
231 C 9.92 -11.02 14.40  O225 1.453, C232 1.531, H236 1.090, H237 1.090
232 C 10.95 -10.58 13.34  C231 1.531, H233 1.090, H234 1.090, H235 1.090
233 H 10.63 -9.61 12.96  C232 1.090
234 H 11.78 -10.22 13.96  C232 1.090
235 H 11.27 -11.27 12.57  C232 1.090
236 H 9.01 -11.31 13.88  C231 1.090
237 H 10.49 -11.83 14.85  C231 1.090
238 H 8.65 -11.39 16.61  C224 1.090
239 C 9.60 -15.91 5.72  O240 1.437, O241 1.430, C242 1.611, H253 1.090
240 O 10.58 -15.86 4.67  C239 1.437, C246 1.388
241 O 9.11 -17.24 5.90  C239 1.430
242 C 10.16 -14.99 6.92  C239 1.611, F243 1.347, F244 1.276, F245 1.297
243 F 10.47 -15.71 8.02  C242 1.347
244 F 11.19 -14.31 6.59  C242 1.276
245 F 9.25 -14.14 7.26  C242 1.297
246 C 11.75 -16.57 4.84  O240 1.388, C247 1.512, H251 1.090, H252 1.090
247 C 12.85 -15.86 4.08  C246 1.512, H248 1.090, H249 1.090, H250 1.090
248 H 13.79 -16.41 4.15  C247 1.090
249 H 12.74 -15.75 3.00  C247 1.090
250 H 13.00 -14.81 4.33  C247 1.090
251 H 11.67 -17.57 4.39  C246 1.090
252 H 12.14 -16.54 5.85  C246 1.090
253 H 8.79 -15.27 5.38  C239 1.090
254 C 19.18 -11.70 9.99  O255 1.411, O256 1.450, C257 1.634, H268 1.090
255 O 19.41 -10.48 9.31  C254 1.411, C261 1.393
256 O 20.57 -12.02 10.23  C254 1.450
257 C 18.18 -11.39 11.24  C254 1.634, F258 1.334, F259 1.347, F260 1.332
258 F 18.41 -10.35 12.05  C257 1.334
259 F 16.87 -11.20 10.99  C257 1.347
260 F 18.30 -12.49 11.98  C257 1.332
261 C 18.36 -9.82 8.67  O255 1.393, C262 1.571, H266 1.090, H267 1.090
262 C 18.02 -10.42 7.26  C261 1.571, H263 1.090, H264 1.090, H265 1.090
263 H 19.01 -10.51 6.81  C262 1.090
264 H 17.48 -11.34 7.05  C262 1.090
265 H 17.60 -9.62 6.64  C262 1.090
266 H 18.76 -8.81 8.62  C261 1.090
267 H 17.52 -9.66 9.35  C261 1.090
268 H 18.74 -12.37 9.25  C254 1.090

Mulliken atomic charge list, values in e, 99 entries: -0.972 0.209 0.434 -0.186 -0.014 0.310 -0.043 -1.090 -0.535 0.217 -1.087 0.994 -0.144 -0.939 -0.725 -0.784 -0.058 -0.937 0.627 0.410 0.092 0.346 0.406 0.279 0.222 -0.089 0.379 0.557 -0.011 0.558 0.542 0.336 0.356 0.397 0.327 0.466 0.217 -0.720 0.236 0.441 -0.102 -0.162 -0.189 -1.329 -0.731 0.773 -1.421 0.862 -1.029 -0.422 -0.058 0.253 -0.619 -0.203 -1.516 0.337 0.462 0.204 0.480 0.268 0.126 -0.129 0.280 0.488 0.508 0.352 0.703 0.071 0.446 -0.277 0.569 -1.065 0.515 0.364 0.232 0.280 0.394 0.382 0.360 -1.257 -0.381 0.287 -1.348 0.672 -0.145 -0.917 -0.460 1.484 -0.068 0.160 -1.282 0.228 0.460 0.364 0.391 0.170 0.412 -0.954 0.808